Entry 1:
This record from OMol25 describes a molecular structure, C50H48N3O6PSTi. The level of theory is ωB97M-V with the def2-TZVPD basis set.

XYZ file:
```
110
Properties=species:S:1:pos:R:3:forces:R:3
H -1.831 -2.599 -4.694 -0.1 0.0 0.0
C -2.315 -4.505 -0.474 0.0 0.0 0.1
C 4.540 1.679 2.970 -0.1 0.1 0.0
C -3.182 -1.343 -1.814 0.2 0.1 -0.1
C 1.432 -2.439 0.674 0.0 0.2 -0.2
H -2.688 -6.608 -0.317 0.0 0.0 0.0
C -0.237 -3.885 -1.523 -0.1 -0.1 0.0
C -1.383 3.470 -2.864 -0.1 0.1 0.1
C -3.544 0.001 -1.928 0.0 0.0 -0.1
H -0.803 2.623 0.469 0.0 0.0 0.1
S 1.872 0.776 1.609 -0.2 0.2 0.1
C -3.760 -0.914 1.212 0.0 -0.1 -0.1
C -3.891 -2.300 -2.529 0.0 -0.1 0.0
C -4.963 -1.931 -3.328 0.0 0.0 -0.1
C -1.433 -3.518 -0.913 0.0 0.1 0.0
O 0.458 -1.523 0.578 0.2 -1.0 0.4
H 3.682 -3.868 0.273 0.0 0.0 0.0
H -6.199 -0.310 -4.013 0.1 0.0 0.0
C -4.645 0.364 -2.708 0.0 0.1 -0.1
H -1.503 0.621 2.134 0.0 0.0 0.0
C 5.533 0.201 -3.434 0.0 0.0 0.0
P -1.845 -1.774 -0.676 -0.5 -0.3 0.3
C -2.588 -2.290 3.315 0.0 0.0 0.0
C 0.996 0.304 3.137 0.0 0.1 0.0
H -3.026 4.069 -0.583 -0.1 0.0 0.0
H -0.618 3.623 5.962 0.0 0.0 0.0
H 4.191 4.162 5.903 0.0 0.0 -0.1
N -1.067 -2.208 -4.157 0.1 0.1 0.0
H 5.581 -3.227 -1.255 -0.1 0.0 0.0
H 2.429 4.043 4.177 0.0 0.0 0.0
N 2.425 -0.996 -0.926 -0.2 -0.1 0.0
C -0.065 1.257 3.596 0.1 0.0 -0.1
H 2.704 2.853 1.030 0.0 0.0 0.0
C -0.705 3.532 -1.494 0.0 -0.3 -0.1
O 0.839 0.834 -4.195 0.2 0.2 0.1
H 1.818 0.210 3.853 0.0 0.0 0.0
H 0.605 -0.688 2.913 0.0 -0.1 0.0
C 2.565 -2.123 -0.251 0.0 0.2 -0.1
O -3.607 2.118 -0.941 0.0 0.1 0.1
H 1.113 2.027 5.218 0.0 0.0 0.0
H -3.124 3.025 0.851 0.0 -0.1 0.0
N -1.581 1.196 -0.897 0.6 0.1 0.1
H 0.960 2.228 -1.901 0.0 -0.2 -0.1
H -0.196 -0.949 -5.676 0.1 0.1 -0.1
C 0.217 -0.103 -3.811 -0.3 0.0 0.3
H -5.502 -2.686 -3.888 0.0 0.0 0.1
C 5.524 1.740 3.947 0.0 0.0 0.0
C -1.384 2.625 -0.445 -0.2 0.1 -0.1
H -2.134 -2.841 4.130 0.0 0.0 0.0
H -4.258 -0.400 0.401 0.0 0.0 0.0
H 4.301 1.937 -3.816 0.0 0.0 0.0
H -3.600 -3.340 -2.467 0.0 0.0 0.0
Ti 0.149 -0.250 -0.748 -0.6 0.0 0.4
C 4.287 3.460 5.083 0.0 0.0 0.0
H -2.792 3.733 4.781 0.0 -0.1 0.0
C 0.789 3.261 -1.613 -0.1 0.2 0.0
C 2.346 2.468 1.986 0.2 -0.1 0.0
H -0.836 4.542 -1.096 0.0 0.0 0.0
H 1.014 -5.504 -2.170 0.0 0.0 0.0
C 5.397 2.630 5.004 0.0 0.0 0.0
O 0.231 -0.463 -2.473 0.2 0.0 -2.1
C -2.026 3.042 4.448 0.0 0.0 0.0
H -0.301 -2.863 -4.241 0.1 -0.1 0.0
C 0.079 -5.223 -1.700 0.0 0.0 0.0
C -0.688 -0.914 -4.706 -0.1 -0.3 0.2
H 1.310 3.458 -0.673 0.0 0.0 -0.1
H -4.938 1.402 -2.774 0.0 0.0 0.0
H -0.566 -7.248 -1.417 0.0 0.1 0.0
C -5.348 -0.599 -3.409 0.0 -0.1 0.0
C -0.806 2.983 5.109 0.0 0.0 0.0
C 3.674 -2.968 -0.325 0.1 -0.1 0.0
H 1.431 2.988 2.273 0.0 0.1 0.0
C -2.816 3.078 -0.192 0.0 -0.1 0.0
H 0.446 -3.124 -1.874 0.1 0.1 -0.1
C -3.715 -1.507 3.541 0.1 0.0 0.1
C 3.365 0.615 -2.452 0.0 0.0 0.0
H 6.395 1.098 3.877 -0.1 0.0 0.0
O 0.756 1.023 0.523 0.6 0.7 0.8
H 2.485 1.228 -2.349 0.0 0.0 0.0
C 3.295 3.392 4.115 0.0 0.0 0.0
H -3.248 2.199 2.898 0.1 0.0 0.0
C -2.626 -1.693 0.976 0.1 0.1 0.0
O 1.415 -3.366 1.425 -0.1 -0.1 0.2
C -2.274 2.193 3.376 0.0 0.0 0.0
H -5.207 -0.252 2.647 0.1 0.0 0.0
H -2.461 3.651 -2.807 0.1 0.0 0.0
C 4.696 -2.606 -1.157 0.1 0.0 0.0
H -1.183 -3.022 1.884 0.0 0.0 0.0
C 3.449 -0.605 -1.747 -0.1 0.1 0.0
C -4.306 -0.832 2.485 0.0 0.0 0.0
H -0.963 4.233 -3.521 0.0 0.0 0.0
C 0.170 2.091 4.686 0.0 0.0 0.0
H 6.170 2.685 5.762 -0.1 0.0 0.0
H 1.237 3.874 -2.396 0.0 0.0 0.0
C 4.610 -1.404 -1.888 0.1 -0.1 0.0
C 5.647 -0.973 -2.752 0.0 -0.1 0.0
H 6.324 0.526 -4.098 0.0 0.0 0.0
C -2.831 1.089 -1.232 0.1 0.1 0.1
H 4.659 1.001 2.131 0.0 0.0 0.0
C -2.048 -2.391 2.041 0.0 0.1 0.0
C 3.415 2.502 3.053 0.1 -0.1 0.0
C 4.380 1.003 -3.274 0.1 0.1 -0.1
H -4.137 -1.434 4.536 0.0 0.0 -0.1
C -2.002 -5.843 -0.661 0.0 0.0 0.0
H -3.234 -4.229 0.030 0.0 0.0 0.0
H 6.529 -1.595 -2.855 0.0 0.0 0.0
C -1.297 1.306 2.948 0.0 0.0 0.0
H -1.583 -0.300 -4.831 -0.1 0.0 0.0
H -1.218 2.505 -3.343 0.0 -0.1 0.0
C -0.808 -6.201 -1.274 -0.1 -0.1 0.0
```
Positions in Å, forces in eV/Å.

Results
**Net charge**: +2
**E**: -4138.58719 a.u.
**LUMO**: -0.21364 Eh
**Energy above the lowest of the compared OMol25 structures with the same formula, charge and spin**: 0.00 kcal per mole
**Strongest force on any atom**: 2.1 eV Å⁻¹

---

Entry 2:
This record from OMol25 describes 2 unconnected molecules or ions with the total composition C5H14. The level of theory is ωB97M-V with the def2-TZVPD basis set.

XYZ file:
```
19
Properties=species:S:1:pos:R:3:forces:R:3
H -3.092 -1.740 -0.409 0.2 0.0 0.3
H -2.808 -1.076 -1.960 0.4 -0.2 -0.3
H -2.194 -0.228 -0.590 -0.1 0.0 0.1
H 1.568 -0.672 -0.263 -0.4 0.1 0.3
H 1.318 2.755 -0.301 0.0 0.2 0.2
C 1.755 -0.016 0.667 0.7 0.6 -0.1
H -1.157 -3.068 -0.871 0.0 -0.1 -0.5
H 1.873 2.589 1.394 0.0 -0.1 0.1
H -0.320 -1.799 -1.826 -0.3 0.0 -0.4
C -1.013 -1.998 -1.014 0.2 -0.2 1.0
C -2.325 -1.238 -0.997 -0.4 0.4 -0.3
H 1.917 -0.496 1.623 0.1 -0.3 -0.2
H 2.735 0.276 0.222 0.0 0.1 0.1
H -0.473 -1.746 -0.091 0.1 0.1 0.1
H 0.119 2.921 1.027 -0.1 -0.1 0.0
H -0.145 0.835 -0.106 0.4 0.5 -0.2
C 0.620 0.924 0.697 -1.8 -1.6 0.7
C 1.048 2.439 0.706 0.8 0.5 -0.9
H 0.016 0.690 1.577 0.1 0.0 0.0
```
Positions in Å, forces in eV/Å.

Results
**Net charge**: +1
**E**: -198.46947 a.u.
**LUMO (alpha / beta)**: -0.11493 / -0.38780 Eh
**Energy above the lowest of the compared OMol25 structures with the same formula, charge and spin**: 10.98 kcal per mole
**Strongest force on any atom**: 2.5 eV Å⁻¹
**Multiplicity**: 2

---

Entry 3:
This record from OMol25 describes 2 unconnected molecules or ions with the total composition C6H13N. The level of theory is ωB97M-V with the def2-TZVPD basis set.

XYZ file:
```
20
Properties=species:S:1:pos:R:3:forces:R:3
H 0.536 -0.927 -1.021 0.0 -0.2 0.0
H 1.687 -1.454 -2.341 -0.3 -0.1 0.0
H -2.692 0.746 1.051 0.2 0.0 0.1
H 3.972 -0.312 1.592 0.0 0.0 -0.2
C 1.453 -0.692 -1.597 0.3 -0.1 -0.3
C -3.355 0.144 0.443 0.5 0.4 -0.4
H 3.275 1.247 2.009 0.1 0.2 0.0
H 1.925 1.304 -0.031 0.0 0.1 -0.1
H -4.604 0.307 -1.290 0.1 0.1 -0.2
H 1.177 0.215 -2.175 0.0 0.2 0.1
C -3.875 0.795 -0.656 0.1 -0.6 0.1
N 2.592 -0.484 -0.799 -0.3 0.0 0.3
C 3.556 0.608 1.174 -0.3 -0.3 0.0
C -3.413 -1.187 0.781 -0.1 -0.1 0.8
H 1.476 -0.028 0.940 0.1 -0.3 -0.1
H -2.830 -1.511 1.637 -0.1 0.0 -0.1
H -3.436 1.737 -0.946 -0.4 0.2 0.0
C 2.330 0.326 0.315 0.0 0.5 0.2
H 4.300 1.095 0.551 0.2 0.1 0.1
H -4.073 -1.928 0.361 0.0 0.1 -0.4
```
Positions in Å, forces in eV/Å.

Results
**E**: -290.90221 a.u.
**LUMO**: -0.11834 Eh
**Energy above the lowest of the compared OMol25 structures with the same formula, charge and spin**: 160.98 kcal per mole
**Strongest force on any atom**: 0.8 eV Å⁻¹

---

Entry 4:
This record from OMol25 describes 2 unconnected molecules or ions with the total composition C4H9NO. The level of theory is ωB97M-V with the def2-TZVPD basis set.

XYZ file:
```
15
Properties=species:S:1:pos:R:3:forces:R:3
H -1.463 -1.733 -0.818 0.7 0.2 0.7
N 0.179 -2.600 -2.766 0.2 0.9 1.3
C 1.953 2.856 2.136 0.0 -0.3 0.0
C -0.500 3.438 1.588 -0.3 -0.3 -0.7
H -2.051 -3.252 -0.277 -0.1 -0.6 -0.7
O -0.777 -3.285 -1.963 -1.2 -1.5 -0.5
H -0.979 4.103 2.289 0.2 0.2 0.1
C 0.720 3.023 1.746 0.4 0.8 0.9
H 2.771 3.436 1.737 0.0 0.3 -0.1
H 2.223 2.142 2.897 -0.1 -0.4 -0.1
C -1.155 -2.771 -0.663 0.9 0.4 -1.2
H -1.082 3.165 0.722 -0.2 -0.3 0.0
H -0.307 -2.162 -3.547 -0.1 -0.4 0.2
H -0.360 -3.057 0.030 0.1 1.0 0.2
H 0.829 -3.304 -3.111 -0.5 0.0 0.2
```
Positions in Å, forces in eV/Å.

Results
**E**: -287.63536 a.u.
**LUMO**: 0.03446 Eh
**Energy above the lowest of the compared OMol25 structures with the same formula, charge and spin**: 123.68 kcal per mole
**Strongest force on any atom**: 2.0 eV Å⁻¹

---

Entry 5:
This record from OMol25 describes 2 unconnected molecules or ions with the total composition C15H21ClN3O5S2. The level of theory is ωB97M-V with the def2-TZVPD basis set.

XYZ file:
```
47
Properties=species:S:1:pos:R:3:forces:R:3
N -6.115 1.374 2.747 0.2 0.1 -4.9
N -7.224 0.590 2.666 -1.5 -1.9 -3.8
O 5.503 0.329 -1.241 0.0 -0.4 0.5
C -5.483 1.810 1.471 -1.7 -1.0 -1.6
O -7.780 0.245 3.877 0.4 -0.3 -0.2
H -1.347 3.371 1.629 -0.1 -2.5 -0.6
C 5.522 -2.141 -2.186 -0.4 -0.4 -0.4
H 6.673 -3.488 -3.450 0.0 0.2 0.1
C 1.769 0.310 0.355 2.4 -0.7 -0.4
C -0.282 1.606 0.532 1.8 0.2 -5.1
S 6.082 -0.969 -0.960 0.2 0.3 -0.1
H -1.724 1.676 2.382 0.3 0.9 -2.1
H 1.313 -0.356 -0.503 0.7 1.5 1.8
H 4.719 -1.692 -2.777 0.1 0.0 0.3
O -0.135 1.819 -0.799 -1.2 -1.3 8.5
C 2.849 -0.581 1.241 0.2 -0.2 -0.4
Cl -9.483 -1.037 1.522 3.1 2.1 0.5
O 5.995 -1.590 0.345 -0.1 0.4 -0.2
C -7.754 -1.488 -1.447 -1.5 1.1 2.5
H 5.149 -3.026 -1.663 0.1 0.2 0.0
H 3.932 -0.555 0.745 -2.6 0.1 1.0
C 7.981 -2.287 -2.179 0.1 -0.3 0.0
N -7.979 -0.112 -1.337 2.8 -6.2 2.3
H 8.044 -3.101 -1.446 0.0 0.1 -0.1
H -4.464 3.896 1.101 0.4 -2.4 1.1
H 6.784 -1.784 -3.901 0.0 -0.1 0.1
H -5.477 1.732 -1.046 -1.2 -0.8 2.2
O 0.722 0.818 1.280 -2.6 2.1 -3.2
H 8.438 -0.840 -0.595 -0.2 0.1 0.0
C 7.791 -0.957 -1.466 0.5 0.0 -0.1
C 6.738 -2.472 -3.049 0.1 -0.1 -0.4
H -3.232 1.125 0.202 0.7 2.4 0.2
H -7.958 -0.741 3.905 0.4 1.3 -0.4
H 2.971 -0.138 2.319 -0.4 -0.9 -2.0
H 2.543 -1.725 1.262 0.5 2.5 0.2
C -2.951 2.247 0.462 -0.2 -0.8 0.9
C -7.357 0.390 -0.039 2.6 1.5 2.0
C -7.954 0.015 1.478 2.5 2.0 -2.3
S -7.728 -3.197 -1.235 0.0 6.4 -1.2
H 2.403 1.193 -0.128 -1.8 -1.7 1.0
H 8.899 -2.296 -2.775 -0.1 0.0 0.1
C -6.002 1.372 -0.059 -3.3 -2.0 4.3
H -3.734 2.795 2.570 -1.0 0.4 -2.1
H 7.930 -0.118 -2.154 -0.1 -0.1 0.1
C -1.568 2.233 1.363 0.5 0.5 -0.2
C -4.148 2.816 1.475 -0.4 -0.8 0.1
H -2.870 2.926 -0.496 0.0 -1.6 2.0
```
Positions in Å, forces in eV/Å.

Results
**Net charge**: +1
**E**: -2380.43245 a.u.
**LUMO**: -0.20510 Eh
**Strongest force on any atom**: 8.6 eV Å⁻¹

---

Entry 6:
This record from OMol25 describes a single C5H9FO molecule. The level of theory is ωB97M-V with the def2-TZVPD basis set.

XYZ file:
```
16
Properties=species:S:1:pos:R:3:forces:R:3
H -0.673 -1.966 1.224 -0.4 -0.3 -0.2
H 0.121 -0.004 2.327 -0.7 0.4 -0.6
H -1.630 0.030 1.664 2.3 0.6 -0.1
H 0.059 -2.265 -0.822 -0.3 -4.5 -1.9
C -0.110 1.478 0.786 4.4 0.9 2.1
H 1.238 0.645 -1.138 -0.7 -2.8 0.1
C 0.857 -0.450 -1.404 1.0 4.4 -2.6
H 0.281 2.257 1.751 -2.1 -1.9 -2.8
F -0.780 2.113 -0.249 -1.0 -0.5 1.0
H 1.849 -0.793 -2.071 -3.4 0.3 1.1
C -0.467 0.069 1.369 -3.3 4.6 3.3
C -0.306 -1.110 0.677 1.6 -3.4 -2.2
C 0.303 -1.378 -0.476 0.5 2.5 3.8
O -0.420 -0.175 -2.143 2.5 -1.1 -3.4
H -1.201 0.234 -1.798 0.3 0.5 1.5
H 0.879 1.315 0.304 -0.5 0.2 0.9
```
Positions in Å, forces in eV/Å.

Results
**E**: -370.84818 a.u.
**LUMO**: 0.03292 Eh
**Energy above the lowest of the compared OMol25 structures with the same formula, charge and spin**: 103.78 kcal per mole
**Strongest force on any atom**: 6.6 eV Å⁻¹